This record from the Open Molecules 2025 dataset describes a cluster of 9 separate species, C52H131N9O17 in total. The level of theory is ωB97M-V with the def2-TZVPD basis set.

Last column: Löwdin charge in e.
Element x y z (Å)
C (-9.9610, 4.8138, 1.5700)  -0.131
O (-9.0386, 3.8301, 1.2005)  -0.173
C (-8.4167, 3.2321, 2.2988)  -0.221
C (-7.2619, 2.3217, 1.8719)  -0.424
C (-7.7797, 1.1752, 0.9955)  -0.038
N (-6.3825, 1.8663, 2.9551)  0.064
H (-10.6965, 4.5332, 2.3311)  0.087
H (-10.5242, 5.1900, 0.7177)  0.086
H (-9.4827, 5.7070, 1.9938)  0.084
H (-7.9385, 4.0608, 2.8485)  0.124
H (-9.1111, 2.6283, 2.9013)  0.133
H (-6.5223, 2.9261, 1.3337)  0.118
H (-6.8620, 0.6681, 0.6742)  0.057
H (-8.2086, 1.5494, 0.0688)  0.083
H (-8.3804, 0.4190, 1.4973)  0.073
H (-6.0969, 2.6368, 3.5480)  0.053
H (-6.9355, 1.2211, 3.5212)  0.059
C (2.6718, -1.6622, -2.5786)  -0.093
O (2.2638, -2.8062, -3.3108)  -0.179
C (3.1374, -3.9213, -3.2753)  -0.201
C (3.1517, -4.6674, -1.9363)  -0.192
N (4.1026, -4.1186, -0.9867)  -0.050
C (3.8775, -4.6669, 0.3783)  -0.161
C (4.5323, -3.6785, 1.3381)  -0.222
O (4.0004, -2.3667, 1.1166)  -0.217
C (4.6439, -1.4694, 2.0337)  -0.091
H (3.6947, -1.3569, -2.8276)  0.085
H (2.5295, -1.8233, -1.5061)  0.079
H (2.0423, -0.8373, -2.9155)  0.084
H (4.1690, -3.6267, -3.5145)  0.106
H (2.8780, -4.5587, -4.1191)  0.124
H (3.4043, -5.7109, -2.1416)  0.116
H (2.0938, -4.6459, -1.6458)  0.103
H (3.8808, -3.1361, -0.8459)  0.061
H (4.3397, -5.6532, 0.4498)  0.124
H (2.8259, -4.7911, 0.6539)  0.095
H (5.6165, -3.7325, 1.4676)  0.126
H (4.1876, -3.9480, 2.3492)  0.118
H (5.6874, -1.2888, 1.7839)  0.083
H (4.4460, -1.7518, 3.0687)  0.089
H (4.0886, -0.5367, 1.9091)  0.082
C (7.2868, -8.5722, -3.7701)  -0.087
O (6.8956, -7.1977, -3.8120)  -0.210
C (6.8432, -6.4849, -2.6007)  -0.235
C (6.9764, -5.0121, -2.9621)  -0.215
N (6.9522, -4.0291, -1.9043)  -0.066
C (7.1960, -2.6613, -2.3369)  -0.209
C (6.7000, -1.6383, -1.3403)  -0.226
O (6.4541, -0.4610, -2.0870)  -0.198
C (6.2690, 0.7105, -1.3257)  -0.105
H (8.2781, -8.5629, -3.3184)  0.088
H (7.4093, -8.8360, -4.8216)  0.083
H (6.4961, -9.2274, -3.4053)  0.084
H (7.6130, -6.7298, -1.8595)  0.122
H (5.8613, -6.6943, -2.1590)  0.112
H (6.1293, -4.7925, -3.6308)  0.106
H (7.9154, -4.9003, -3.5074)  0.126
H (6.1150, -4.0530, -1.3247)  0.064
H (6.7154, -2.4656, -3.3046)  0.113
H (8.2415, -2.3776, -2.4967)  0.121
H (7.4436, -1.5067, -0.5436)  0.128
H (5.7517, -1.8980, -0.8514)  0.100
H (5.9984, 0.5225, -0.2829)  0.077
H (5.5627, 1.3672, -1.8294)  0.078
H (7.2055, 1.2765, -1.2454)  0.087
C (1.7107, 2.9255, -3.3622)  -0.111
O (1.4764, 1.8095, -2.5305)  -0.221
C (2.1740, 1.7614, -1.2995)  -0.200
C (1.2050, 1.2979, -0.2126)  -0.196
N (0.0698, 2.1721, 0.1039)  -0.038
C (-0.9145, 2.2928, -0.9775)  -0.181
C (-2.1884, 3.0037, -0.5144)  -0.180
O (-3.0309, 2.2020, 0.3456)  -0.201
C (-3.7733, 1.2703, -0.4071)  -0.104
H (1.7850, 3.8791, -2.8383)  0.088
H (0.8985, 2.9134, -4.0909)  0.090
H (2.5964, 2.7721, -3.9905)  0.079
H (2.5674, 2.7182, -0.9471)  0.128
H (2.9348, 0.9874, -1.4342)  0.104
H (1.7505, 1.3130, 0.7372)  0.113
H (0.8835, 0.2672, -0.3960)  0.089
H (-0.2999, 2.0553, 1.0329)  0.096
H (-1.0613, 1.2974, -1.4090)  0.112
H (-0.4877, 2.9315, -1.7509)  0.107
H (-2.7628, 3.3904, -1.3559)  0.109
H (-1.9154, 3.8268, 0.1441)  0.120
H (-3.1358, 0.5988, -0.9903)  0.070
H (-4.4647, 1.7303, -1.1223)  0.092
H (-4.3579, 0.6665, 0.2858)  0.070
C (-7.4656, -2.5016, 0.9151)  -0.112
O (-6.1538, -2.6411, 0.4384)  -0.168
C (-5.1511, -2.0528, 1.2254)  -0.220
C (-4.7450, -2.8341, 2.4868)  -0.158
N (-5.6997, -2.6144, 3.6019)  -0.052
C (-5.4589, -1.3263, 4.2135)  -0.225
C (-6.3680, -1.1390, 5.4697)  -0.220
O (-7.6542, -1.0102, 4.9068)  -0.220
C (-8.7418, -0.8437, 5.8120)  -0.097
H (-7.5246, -1.5735, 1.4929)  0.058
H (-7.6917, -3.3761, 1.5359)  0.091
H (-8.2728, -2.4230, 0.1841)  0.090
H (-5.4721, -1.0357, 1.4764)  0.089
H (-4.2566, -1.9688, 0.6024)  0.103
H (-3.7947, -2.5175, 2.9136)  0.106
H (-4.6444, -3.8954, 2.2554)  0.116
H (-6.6938, -2.5952, 3.4155)  0.080
H (-5.6869, -0.4927, 3.5473)  0.082
H (-4.5022, -1.2106, 4.7384)  0.119
H (-6.0600, -0.3306, 6.1465)  0.117
H (-6.3424, -2.0585, 6.0747)  0.122
H (-8.6122, -1.0371, 6.8767)  0.087
H (-9.5604, -1.4600, 5.4356)  0.083
H (-9.0977, 0.1865, 5.7067)  0.079
C (-4.1674, 5.8775, -1.8495)  -0.119
O (-3.8278, 5.8433, -0.4801)  -0.219
C (-4.8673, 5.4337, 0.3919)  -0.215
C (-4.4251, 5.6151, 1.8572)  -0.183
N (-4.1265, 4.3677, 2.5338)  -0.057
C (-3.7005, 4.5650, 3.8965)  -0.217
C (-3.3216, 3.2167, 4.4859)  -0.221
O (-2.9849, 3.3555, 5.8441)  -0.173
C (-2.3641, 2.2486, 6.4205)  -0.117
H (-4.6289, 4.9669, -2.2471)  0.084
H (-3.1900, 5.9832, -2.3229)  0.089
H (-4.7986, 6.7493, -2.0434)  0.089
H (-5.1660, 4.4336, 0.0408)  0.111
H (-5.8056, 5.9721, 0.1902)  0.117
H (-5.3899, 5.9425, 2.2589)  0.111
H (-3.6557, 6.3905, 1.8704)  0.122
H (-3.6372, 3.7099, 1.9374)  0.092
H (-4.5451, 5.0217, 4.4253)  0.124
H (-2.8628, 5.2638, 4.0389)  0.109
H (-2.3780, 2.9230, 4.0051)  0.114
H (-4.1268, 2.5279, 4.2169)  0.106
H (-1.5948, 1.8775, 5.7353)  0.062
H (-3.0824, 1.4497, 6.6483)  0.082
H (-1.9085, 2.4567, 7.3880)  0.089
C (-1.3072, -2.1200, -0.3595)  -0.074
O (-1.4799, -2.7323, 0.9134)  -0.195
C (-0.2852, -3.3547, 1.3946)  -0.213
C (-0.5340, -4.7897, 1.8143)  -0.218
N (-1.0905, -5.6523, 0.7937)  -0.032
C (-0.0618, -5.8149, -0.2488)  -0.213
C (-0.2342, -7.1099, -1.0279)  -0.195
O (0.9850, -7.4628, -1.6779)  -0.214
C (0.9536, -8.6006, -2.4810)  -0.130
H (-2.2214, -1.5865, -0.6044)  0.070
H (-1.0745, -2.9270, -1.0607)  0.085
H (-0.4796, -1.4059, -0.3764)  0.068
H (0.0091, -2.7536, 2.2552)  0.098
H (0.4938, -3.3511, 0.6249)  0.108
H (-1.2561, -4.7011, 2.6369)  0.119
H (0.3651, -5.2438, 2.2325)  0.120
H (-1.8654, -5.1896, 0.3292)  0.110
H (0.9551, -5.7922, 0.1475)  0.097
H (-0.0820, -4.9674, -0.9434)  0.100
H (-1.0039, -6.9529, -1.7943)  0.125
H (-0.4743, -7.9952, -0.4311)  0.124
H (1.9305, -8.7378, -2.9393)  0.086
H (0.2626, -8.5132, -3.3328)  0.086
H (0.5969, -9.4776, -1.9278)  0.087
C (4.3335, 5.6180, -4.7713)  -0.135
O (5.1842, 5.0517, -5.7298)  -0.180
C (4.6935, 5.2736, -7.0500)  -0.214
C (5.5675, 4.4389, -7.9908)  -0.198
N (4.9981, 3.0859, -8.1079)  -0.063
C (5.9574, 2.0513, -8.5217)  -0.209
C (5.4333, 0.7104, -7.9698)  -0.237
O (5.4943, 0.7381, -6.5605)  -0.190
C (4.4820, -0.0386, -5.9258)  -0.094
H (3.2843, 5.3095, -4.8757)  0.075
H (4.2479, 6.7009, -4.9474)  0.086
H (4.6519, 5.4908, -3.7403)  0.087
H (4.7226, 6.3101, -7.3894)  0.120
H (3.6832, 4.8645, -7.1020)  0.119
H (6.6236, 4.4217, -7.7051)  0.116
H (5.5452, 4.8609, -8.9987)  0.113
H (4.7643, 2.7226, -7.1850)  0.091
H (7.0083, 2.2219, -8.2677)  0.117
H (5.9046, 1.9047, -9.6074)  0.112
H (6.0478, -0.0592, -8.4505)  0.119
H (4.4044, 0.5622, -8.3066)  0.121
H (3.4652, 0.3342, -6.0470)  0.088
H (4.7212, -0.1199, -4.8665)  0.074
H (4.5380, -1.0733, -6.2743)  0.089
C (1.1669, -0.7308, 3.6701)  -0.110
O (2.0331, 0.3654, 3.7690)  -0.230
C (2.4768, 0.8237, 5.0076)  -0.220
C (1.3587, 1.6183, 5.7138)  -0.184
N (1.1020, 2.9324, 5.1032)  -0.051
C (1.1980, 3.0949, 3.6592)  -0.202
C (0.5870, 4.3854, 3.1040)  -0.218
O (1.0129, 5.5201, 3.8221)  -0.187
C (0.4664, 6.7190, 3.3367)  -0.108
H (1.0896, -0.9960, 2.6156)  0.069
H (0.1331, -0.5699, 3.9911)  0.090
H (1.5372, -1.6403, 4.1554)  0.094
H (3.3476, 1.4577, 4.8268)  0.125
H (2.8317, 0.0562, 5.7120)  0.121
H (1.6195, 1.8157, 6.7547)  0.119
H (0.4438, 1.0196, 5.7218)  0.088
H (1.5505, 3.6529, 5.6437)  0.104
H (1.0040, 2.1264, 3.1979)  0.096
H (2.2747, 3.0642, 3.4071)  0.115
H (-0.4981, 4.2741, 3.2136)  0.106
H (0.8517, 4.4262, 2.0444)  0.115
H (0.9193, 7.4828, 3.9721)  0.090
H (-0.6261, 6.7155, 3.4036)  0.081
H (0.8323, 6.9153, 2.3203)  0.089

Values from the calculation:
ΔE to the lowest compared entry with this formula, charge and spin = 266.8 kJ/mol
Net charge = 0
SMILES string = COC[C@H](C)N.COCCNCCOC.COCCNCCOC.COCCNCCOC.COCCNCCOC.COCCNCCOC.COCCNCCOC.COCCNCCOC.COCCNCCOC

***

This record from the Open Molecules 2025 dataset describes a structure of composition C43H97HgN5O. The level of theory is ωB97M-V with the def2-TZVPD basis set.

Last column: Löwdin charge in e.
Element x y z (Å)
Hg (3.4350, -1.9524, -4.1021)  1.346
C (0.6372, -0.6713, -1.0988)  -0.075
C (2.1437, -0.4205, -1.0835)  -0.494
C (2.5037, -0.6593, 0.4094)  -0.025
O (2.8264, -1.2204, -1.9939)  -0.308
H (0.1479, 0.0040, -0.3970)  0.067
H (0.4455, -1.6185, -0.5946)  0.061
H (0.2041, -0.4787, -2.0804)  0.072
H (2.3371, 0.6207, -1.3415)  0.134
H (2.1763, -0.0985, 1.2849)  0.088
H (3.5516, -0.4478, 0.6224)  0.055
H (2.4565, -1.7153, 0.6752)  0.089
C (-3.4190, -0.8867, -6.2007)  -0.073
C (-3.3393, 0.5423, -5.6766)  -0.225
C (-2.0457, 0.8734, -4.9392)  -0.128
N (-1.9082, 2.2632, -4.2634)  -0.256
C (-0.7532, 2.1764, -3.1833)  0.035
C (-3.1731, 2.9340, -3.7252)  -0.062
C (-2.7717, 4.5065, -3.5279)  -0.084
C (-1.6920, 4.6861, -4.6606)  -0.096
C (-1.4540, 3.2528, -5.3326)  -0.065
H (-2.7342, -1.0742, -7.0277)  0.091
H (-4.4471, -1.1253, -6.4732)  0.101
H (-3.0669, -1.5429, -5.4048)  0.062
H (-4.1509, 0.5743, -4.9498)  0.117
H (-3.3552, 1.1872, -6.5552)  0.126
H (-1.1462, 0.7994, -5.5505)  0.135
H (-1.8643, 0.1988, -4.1025)  0.106
H (0.1463, 1.6750, -3.5405)  0.099
H (-1.2397, 1.7432, -2.3094)  0.081
H (-0.5012, 3.1779, -2.8346)  0.094
H (-3.4285, 2.3869, -2.8177)  0.112
H (-3.9482, 2.7827, -4.4766)  0.128
H (-2.4104, 4.6082, -2.5045)  0.093
H (-3.6446, 5.1542, -3.6099)  0.120
H (-0.7593, 4.9256, -4.1500)  0.098
H (-1.8272, 5.5556, -5.3038)  0.131
H (-0.4110, 3.0819, -5.5989)  0.136
H (-2.1528, 3.0229, -6.1370)  0.131
C (-1.4704, 1.9603, 1.2898)  -0.090
C (-2.8531, 2.7833, 1.2224)  -0.163
C (-3.9675, 1.8096, 1.8926)  -0.024
N (-5.5129, 2.3786, 1.7924)  -0.207
C (-5.7314, 3.4589, 2.8803)  0.035
C (-6.0220, 3.0454, 0.5654)  -0.142
C (-7.3714, 2.4407, 0.2839)  -0.116
C (-7.2875, 1.0542, 0.9227)  -0.171
C (-6.4766, 1.1893, 2.1289)  -0.105
H (-0.6335, 2.6308, 1.0947)  0.077
H (-1.5612, 1.2058, 0.5084)  0.034
H (-1.3990, 1.5350, 2.2909)  0.054
H (-3.0495, 3.0626, 0.1873)  0.083
H (-2.6332, 3.6808, 1.8007)  0.108
H (-3.8661, 1.6539, 2.9667)  0.123
H (-3.9947, 0.9042, 1.2862)  0.106
H (-5.4838, 3.0835, 3.8732)  0.115
H (-6.7264, 3.8876, 2.7608)  0.123
H (-5.0372, 4.2607, 2.6289)  0.103
H (-6.0347, 4.1343, 0.6125)  0.144
H (-5.3158, 2.7577, -0.2135)  0.114
H (-8.0874, 3.0890, 0.7891)  0.136
H (-7.6679, 2.1981, -0.7365)  0.137
H (-8.2840, 0.6703, 1.1414)  0.148
H (-6.7490, 0.3594, 0.2782)  0.118
H (-7.1316, 1.4491, 2.9606)  0.147
H (-5.9050, 0.2804, 2.3165)  0.123
C (-5.4247, -5.9562, -1.4609)  -0.052
C (-4.5808, -4.6477, -1.1321)  -0.189
C (-3.1002, -4.9712, -0.6312)  -0.058
N (-2.1444, -3.7449, -0.4368)  -0.200
C (-2.7390, -2.6798, 0.5928)  0.042
C (-1.6324, -3.1305, -1.7431)  -0.094
C (-0.2988, -3.7534, -2.0886)  -0.171
C (0.1662, -4.5576, -0.8843)  -0.135
C (-0.7934, -4.1673, 0.2337)  -0.088
H (-6.2279, -5.6323, -2.1228)  0.089
H (-5.7781, -6.4568, -0.5595)  0.085
H (-4.7927, -6.7302, -1.8964)  0.081
H (-5.1260, -4.0141, -0.4325)  0.096
H (-4.5789, -4.1349, -2.0939)  0.092
H (-2.5261, -5.6745, -1.2344)  0.143
H (-3.1591, -5.4054, 0.3669)  0.133
H (-3.6635, -2.3567, 0.1141)  0.091
H (-2.1930, -1.7474, 0.7367)  0.076
H (-2.7805, -3.1636, 1.5686)  0.098
H (-1.5591, -2.0434, -1.7107)  0.104
H (-2.4535, -3.3782, -2.4159)  0.125
H (0.5082, -3.0539, -2.3063)  0.068
H (-0.2395, -4.3671, -2.9874)  0.130
H (1.1681, -4.1518, -0.7446)  0.109
H (0.3297, -5.6062, -1.1329)  0.135
H (-0.3927, -3.3453, 0.8270)  0.110
H (-1.0328, -4.9714, 0.9295)  0.139
C (10.2307, -0.8372, -1.0798)  -0.061
C (9.6744, 0.4086, -0.3926)  -0.219
C (8.5194, 1.0762, -1.1299)  -0.139
N (7.8132, 2.1920, -0.3632)  -0.210
C (8.7556, 3.3232, 0.0271)  0.027
C (6.9029, 1.7800, 0.8256)  -0.069
C (5.6204, 1.3218, 0.1968)  -0.210
C (5.3849, 2.2265, -0.9595)  -0.164
C (6.7578, 2.8344, -1.3886)  -0.029
H (10.3910, -0.6227, -2.1364)  0.084
H (9.4463, -1.5886, -1.1706)  0.077
H (11.1861, -1.1154, -0.6350)  0.100
H (10.4381, 1.1780, -0.2792)  0.119
H (9.2322, 0.2517, 0.5912)  0.106
H (7.6914, 0.3924, -1.3169)  0.123
H (8.7476, 1.3930, -2.1476)  0.139
H (9.1983, 3.7859, -0.8550)  0.126
H (9.4793, 3.1065, 0.8128)  0.120
H (8.1331, 4.0927, 0.4839)  0.103
H (6.6635, 2.7004, 1.3581)  0.142
H (7.3314, 1.0734, 1.5363)  0.144
H (4.8783, 1.4109, 0.9902)  0.112
H (5.5700, 0.2561, -0.0267)  0.106
H (4.6630, 3.0062, -0.7164)  0.119
H (4.9602, 1.8488, -1.8896)  0.103
H (6.6512, 3.8981, -1.1756)  0.132
H (7.0385, 2.6365, -2.4231)  0.131
C (-2.3263, -1.9245, 4.4434)  -0.077
C (-1.0238, -0.9980, 4.3605)  -0.188
C (0.0182, -1.3283, 5.5410)  -0.101
N (1.4721, -1.0707, 5.1856)  -0.227
C (1.6163, 0.4849, 4.9968)  0.066
C (1.8397, -1.8181, 3.8222)  -0.083
C (3.3447, -2.1689, 3.9399)  -0.128
C (3.6104, -2.1855, 5.4773)  -0.124
C (2.4052, -1.7050, 6.2266)  -0.072
H (-2.9147, -1.7011, 5.3334)  0.090
H (-2.0481, -2.9689, 4.3028)  0.077
H (-2.9721, -1.6580, 3.6068)  0.044
H (-1.4585, -0.0083, 4.5005)  0.094
H (-0.6964, -1.2230, 3.3455)  0.072
H (-0.0509, -2.3728, 5.8450)  0.130
H (-0.2109, -0.7327, 6.4246)  0.141
H (1.0628, 0.9374, 5.8196)  0.111
H (1.2213, 0.8308, 4.0415)  0.087
H (2.6821, 0.7055, 5.0559)  0.110
H (1.6119, -1.3047, 2.8881)  0.076
H (1.2368, -2.7249, 3.8721)  0.130
H (3.9775, -1.4922, 3.3657)  0.104
H (3.4427, -3.1613, 3.5000)  0.119
H (4.4410, -1.5201, 5.7125)  0.125
H (3.9857, -3.1928, 5.6583)  0.136
H (2.4269, -1.0729, 7.1144)  0.158
H (1.8773, -2.5984, 6.5600)  0.136

Values from the calculation:
Net charge = +6

***

Record order is preserved below.
Highest occupied orbital energy: -8.06 -21.97 eV
Record order is preserved below.
Max |F|: 2.7 3.8 eV/A
Record order is preserved below.
Frontier orbital gap: 8.59 3.58 eV